(1)
186
Properties=species:S:1:pos:R:3:lowdin_charge:R:1 method="wB97M-V/def2-TZVPD" e_tot_ha=-3094.16165 mol_weight_g_mol=955.50 de_lowest_kj_mol=262.83
C -3.387 -0.514 -6.660 -0.03
C -3.252 -0.509 -5.099 -0.52
C -4.526 -0.159 -4.355 -0.05
O -2.929 -1.798 -4.700 -0.10
H -3.902 -1.423 -7.016 0.08
H -2.359 -0.624 -7.011 0.06
H -3.880 0.341 -7.146 0.08
H -2.478 0.221 -4.702 0.11
H -4.391 -0.016 -3.272 0.06
H -5.155 -1.068 -4.480 0.10
H -4.995 0.673 -4.854 0.07
H -1.954 -1.897 -4.880 0.11
C 1.197 -5.212 4.471 -0.05
C 0.888 -4.323 3.232 -0.47
C -0.501 -3.847 3.320 -0.09
O 1.698 -3.125 3.247 -0.07
H 0.933 -4.756 5.416 0.07
H 2.297 -5.378 4.524 0.08
H 0.625 -6.126 4.386 0.07
H 1.112 -4.937 2.356 0.14
H -0.861 -3.387 2.388 0.06
H -0.724 -3.122 4.088 0.08
H -1.263 -4.686 3.507 0.11
H 2.475 -3.307 2.699 0.04
C -0.635 5.670 -6.244 -0.07
C -0.399 4.962 -4.955 -0.51
C -1.576 5.077 -3.968 -0.05
O -0.176 3.577 -5.226 -0.07
H 0.197 5.548 -6.953 0.08
H -0.731 6.766 -6.160 0.09
H -1.533 5.277 -6.763 0.09
H 0.405 5.420 -4.419 0.12
H -1.696 6.121 -3.792 0.07
H -1.479 4.423 -3.110 0.06
H -2.511 4.736 -4.439 0.08
H -0.178 3.183 -4.300 0.08
C -3.034 -1.374 2.329 -0.04
C -3.809 -2.114 1.257 -0.53
C -5.236 -2.414 1.579 -0.06
O -3.759 -1.385 0.040 -0.09
H -1.999 -1.243 1.939 0.08
H -2.961 -2.096 3.111 0.06
H -3.554 -0.466 2.521 0.06
H -3.302 -3.118 1.121 0.13
H -5.818 -1.521 1.856 0.08
H -5.297 -3.324 2.158 0.07
H -5.740 -2.745 0.648 0.08
H -3.487 -1.915 -0.740 0.04
C 5.391 -4.886 -0.148 -0.04
C 4.491 -5.131 1.051 -0.55
C 4.931 -6.266 1.926 -0.05
O 4.382 -3.984 1.821 -0.08
H 5.344 -3.858 -0.464 0.05
H 5.268 -5.595 -0.940 0.08
H 6.437 -4.996 0.226 0.10
H 3.480 -5.428 0.695 0.14
H 4.097 -6.487 2.602 0.08
H 5.809 -5.980 2.463 0.08
H 5.153 -7.162 1.366 0.08
H 4.115 -3.242 1.204 0.08
C -2.096 3.355 4.364 -0.04
C -2.162 3.690 2.865 -0.47
C -0.832 4.341 2.490 -0.05
O -2.430 2.475 2.150 -0.08
H -1.308 2.637 4.513 0.05
H -3.065 2.951 4.667 0.08
H -1.862 4.237 4.933 0.07
H -2.972 4.354 2.661 0.11
H -0.682 5.219 3.205 0.11
H -0.682 4.594 1.423 0.07
H -0.083 3.642 2.691 0.03
H -2.951 2.701 1.362 0.03
C -2.511 1.492 -1.785 -0.05
C -1.240 1.866 -1.057 -0.46
C -0.606 0.750 -0.214 -0.02
O -0.311 2.225 -2.093 -0.11
H -3.283 1.166 -1.061 0.06
H -2.329 0.552 -2.419 0.09
H -2.905 2.185 -2.515 0.07
H -1.405 2.720 -0.429 0.11
H 0.400 0.985 0.089 0.05
H -0.523 -0.115 -0.911 0.08
H -1.314 0.444 0.586 0.07
H 0.505 2.539 -1.666 0.04
C 0.939 0.926 3.956 -0.04
C 2.209 0.898 4.835 -0.42
C 2.623 2.331 5.110 -0.23
O 1.529 2.961 5.704 -0.18
C 1.754 4.338 5.731 -0.12
N 2.135 0.004 5.992 0.07
H 0.751 -0.043 3.451 0.08
H 1.065 1.678 3.149 0.07
H 0.114 1.203 4.592 0.05
H 2.939 0.526 4.141 0.09
H 2.858 2.704 4.100 0.10
H 3.547 2.441 5.746 0.15
H 0.784 4.822 5.800 0.08
H 2.074 4.729 4.752 0.09
H 2.379 4.577 6.617 0.10
H 2.440 -0.922 5.758 0.05
H 1.195 -0.244 6.208 0.06
C -1.693 -4.470 -1.437 -0.07
C -3.023 -4.558 -2.061 -0.43
C -4.046 -5.450 -1.236 -0.21
O -3.493 -6.757 -1.088 -0.22
C -3.952 -7.484 0.093 -0.08
N -3.619 -3.214 -2.284 0.03
H -1.057 -3.984 -2.190 0.08
H -1.253 -5.382 -1.110 0.07
H -1.775 -3.838 -0.554 0.07
H -2.879 -5.190 -3.018 0.15
H -5.070 -5.517 -1.819 0.14
H -4.366 -4.969 -0.286 0.10
H -3.265 -8.322 0.110 0.07
H -5.040 -7.795 -0.005 0.10
H -3.770 -6.844 1.010 0.09
H -3.125 -2.594 -2.993 0.08
H -4.592 -3.192 -2.616 0.09
C 3.979 1.864 -0.712 -0.05
C 3.060 2.583 0.205 -0.38
C 4.005 3.483 1.040 -0.24
O 4.417 4.544 0.277 -0.19
C 5.266 5.557 0.785 -0.08
N 1.978 3.406 -0.424 0.07
H 3.534 1.117 -1.368 0.07
H 4.727 1.391 -0.118 0.05
H 4.527 2.600 -1.297 0.10
H 2.545 1.935 0.905 0.11
H 4.861 2.886 1.370 0.12
H 3.529 3.855 1.947 0.11
H 5.400 6.303 0.012 0.09
H 6.282 5.270 1.043 0.08
H 4.838 5.948 1.726 0.09
H 2.337 4.170 -0.992 0.09
H 1.370 3.809 0.292 0.07
C -6.027 1.717 1.061 -0.06
C -5.519 2.437 -0.144 -0.47
C -6.709 3.014 -0.858 -0.21
O -6.344 3.732 -2.029 -0.17
C -6.060 2.897 -3.111 -0.12
N -4.515 3.411 0.268 0.06
H -6.437 0.772 0.699 0.08
H -6.805 2.328 1.538 0.09
H -5.172 1.514 1.778 0.10
H -4.996 1.675 -0.735 0.10
H -7.338 3.595 -0.193 0.12
H -7.460 2.182 -1.012 0.15
H -6.942 2.574 -3.583 0.07
H -5.354 2.111 -2.944 0.05
H -5.688 3.597 -3.903 0.11
H -4.473 4.171 -0.421 0.10
H -4.852 3.888 1.114 0.09
C 1.984 0.943 -4.727 -0.04
C 1.299 -0.392 -4.443 -0.42
C 1.741 -0.956 -3.123 -0.20
O 3.180 -1.149 -3.192 -0.19
C 3.540 -1.818 -1.980 -0.12
N -0.175 -0.282 -4.363 0.05
H 3.013 0.625 -4.814 0.07
H 1.767 1.670 -3.969 0.06
H 1.717 1.353 -5.694 0.08
H 1.632 -1.101 -5.190 0.14
H 1.260 -1.997 -2.913 0.15
H 1.559 -0.265 -2.312 0.10
H 4.586 -1.966 -2.089 0.07
H 3.030 -2.780 -1.882 0.09
H 3.392 -1.184 -1.079 0.06
H -0.474 0.110 -5.242 0.06
H -0.385 0.417 -3.587 0.08
C 5.163 -1.128 3.505 -0.04
C 4.761 -0.584 2.159 -0.40
C 5.790 -0.900 1.100 -0.25
O 7.043 -0.467 1.491 -0.19
C 8.099 -1.171 0.917 -0.10
N 3.479 -1.187 1.675 0.08
H 5.960 -0.456 3.875 0.09
H 5.722 -2.070 3.472 0.09
H 4.433 -1.066 4.265 0.05
H 4.646 0.527 2.311 0.13
H 5.499 -0.499 0.081 0.13
H 5.828 -1.988 1.051 0.10
H 8.045 -2.202 1.241 0.08
H 9.017 -0.712 1.449 0.12
H 8.078 -1.096 -0.172 0.09
H 2.802 -1.295 2.368 0.02
H 3.083 -0.694 0.840 0.08

---

(2)
56
Properties=species:S:1:pos:R:3:lowdin_charge:R:1 method="wB97M-V/def2-TZVPD" e_tot_ha=-6220.56436 mol_weight_g_mol=480.24 de_lowest_kj_mol=220.45 smiles="CN(C)C=O.CN(C)C=O.CN(C)C=O.CN(C)C=O.BrCCBr"
C -10.162 21.679 -12.784 -0.06
N -10.189 20.266 -12.558 -0.21
C -10.518 19.809 -11.226 -0.08
C -9.673 19.474 -13.473 -0.35
O -9.507 18.265 -13.280 -0.02
H -9.571 22.131 -11.987 0.08
H -11.190 21.990 -12.602 0.09
H -9.734 22.014 -13.730 0.09
H -9.819 20.362 -10.599 0.00
H -11.531 20.103 -10.954 0.08
H -10.636 18.745 -11.023 0.10
H -9.401 19.929 -14.438 0.13
C -1.935 20.181 -5.666 -0.05
N -1.964 20.716 -4.292 -0.19
C -3.070 20.299 -3.429 -0.05
C -0.953 21.510 -3.876 -0.34
O -1.011 22.135 -2.823 -0.01
H -2.873 20.141 -6.220 0.00
H -1.603 19.156 -5.502 0.09
H -1.194 20.723 -6.253 0.08
H -3.072 19.223 -3.257 0.09
H -3.089 20.733 -2.429 0.09
H -3.986 20.606 -3.934 0.06
H -0.127 21.490 -4.603 0.13
C -8.543 17.454 -2.568 -0.12
N -7.776 18.174 -3.459 -0.18
C -6.551 18.728 -2.748 -0.01
C -7.756 17.940 -4.782 -0.27
O -6.723 18.314 -5.398 -0.10
H -7.926 16.701 -2.078 0.09
H -9.483 17.111 -2.999 0.10
H -8.839 18.065 -1.715 0.09
H -5.832 19.277 -3.356 0.06
H -6.752 19.593 -2.116 0.09
H -5.991 18.004 -2.155 0.09
H -8.672 17.531 -5.236 0.15
C -4.727 24.353 -9.531 -0.05
N -4.609 22.878 -9.478 -0.17
C -5.742 22.120 -9.971 -0.10
C -3.423 22.248 -9.334 -0.38
O -3.166 21.058 -9.429 -0.02
H -4.810 24.905 -10.467 0.09
H -3.840 24.806 -9.087 0.08
H -5.507 24.635 -8.823 0.09
H -5.628 21.088 -9.640 0.03
H -6.695 22.387 -9.514 0.07
H -5.897 22.079 -11.049 0.09
H -2.614 22.926 -9.021 0.13
Br -5.365 20.563 -7.023 0.76
C -7.343 21.032 -6.903 -0.56
C -8.052 20.049 -7.816 -0.64
Br -9.976 20.620 -8.019 0.63
H -7.481 21.966 -7.447 0.04
H -7.578 20.822 -5.859 0.05
H -7.972 19.034 -7.424 0.04
H -7.637 20.022 -8.823 0.04

---

(3)
15
Properties=species:S:1:pos:R:3:lowdin_charge:R:1 method="wB97M-V/def2-TZVPD" e_tot_ha=-341.94376 mol_weight_g_mol=100.12 de_lowest_kj_mol=157.23 smiles=N#C[C@@H](N)CCO
N 2.261 2.017 0.930 0.15
C 1.285 1.546 0.525 -0.18
C 0.047 0.907 0.027 -0.40
N -0.587 1.792 -0.950 0.04
C 0.360 -0.462 -0.621 -0.14
C 0.094 -1.616 0.332 -0.27
O -1.292 -1.584 0.634 -0.07
H -0.581 0.715 0.912 0.14
H -1.488 1.390 -1.196 0.08
H -0.778 2.689 -0.513 0.08
H 1.389 -0.502 -0.996 0.12
H -0.293 -0.583 -1.486 0.12
H 0.708 -1.506 1.240 0.12
H 0.368 -2.566 -0.149 0.12
H -1.490 -2.240 1.312 0.09

---

(4)
11
Properties=species:S:1:pos:R:3:lowdin_charge:R:1 method="wB97M-V/def2-TZVPD" spin_multiplicity=3 e_tot_ha=-1122.74048 s_squared=2.0142 mol_weight_g_mol=151.49
C 1.054 -0.084 0.348 -0.30
C -1.181 0.775 -0.412 -0.74
C 0.190 1.093 0.002 -0.20
N 0.744 -1.218 0.167 -0.15
O -1.740 -0.283 -0.445 0.06
O -0.482 -3.256 0.753 -0.44
P 0.300 -2.712 -0.336 0.75
Cl -2.003 2.312 -0.935 0.62
H 2.191 0.049 0.735 0.19
H 0.299 1.651 0.905 0.12
H 0.627 1.673 -0.784 0.11